The following is a quantum chemistry calculation of a structure of composition C39H57MnN8O6PSSiTe, from the Open Molecules 2025 dataset.

```
115
C39H57MnN8O6PSSiTe | the Open Molecules 2025 dataset | ωB97M-V with the def2-TZVPD basis set
Mn 0.004 -0.381 -0.178
C -0.223 -0.523 4.136
C -0.608 -0.522 2.827
N 0.291 -0.533 1.823
C 1.621 -0.476 2.168
C 1.966 -0.498 3.542
N 1.092 -0.526 4.505
C 2.531 -0.318 1.095
C 3.932 -0.137 1.149
C 4.642 0.158 0.015
C 3.945 0.306 -1.225
C 2.598 0.092 -1.235
N 1.929 -0.282 -0.127
C 1.695 0.195 -2.400
C 2.065 0.617 -3.671
N 1.205 0.663 -4.677
C -0.043 0.276 -4.430
C -0.449 -0.135 -3.171
N 0.421 -0.164 -2.163
C 6.111 0.339 0.057
C 6.913 -0.061 -1.007
C 8.285 0.114 -0.921
N 8.898 0.657 0.126
C 8.126 1.045 1.138
C 6.748 0.910 1.153
H -0.959 -0.520 4.926
H -1.653 -0.517 2.537
H 3.013 -0.483 3.826
H 4.447 -0.238 2.094
H 4.471 0.612 -2.115
H 3.082 0.926 -3.871
H -0.748 0.298 -5.251
H -1.462 -0.449 -2.954
H 6.490 -0.533 -1.884
H 8.923 -0.203 -1.738
H 8.635 1.494 1.982
H 6.187 1.279 2.002
C -2.341 3.088 2.422
C -2.359 3.984 1.207
O -1.204 3.751 0.370
P -1.072 2.467 -0.560
O 0.010 1.548 0.030
Te -3.542 1.122 -1.207
O -0.399 3.041 -1.895
C -1.081 4.078 -2.638
C -0.353 4.266 -3.944
H -3.164 3.354 3.085
H -1.404 3.204 2.967
H -2.456 2.038 2.141
H -2.289 5.034 1.485
H -3.268 3.847 0.612
H -1.075 4.988 -2.036
H -2.121 3.774 -2.801
H 0.701 4.469 -3.762
H -0.774 5.111 -4.488
H -0.430 3.380 -4.573
C -1.335 -5.360 1.457
C -0.576 -4.430 0.577
C 0.361 -4.655 -0.411
C 0.744 -3.392 -0.880
N 0.072 -2.444 -0.219
N -0.710 -3.101 0.664
C 1.744 -3.115 -1.950
H -1.242 -6.379 1.089
H -2.395 -5.103 1.482
H -0.952 -5.331 2.477
H 0.729 -5.607 -0.749
H -1.344 -2.576 1.247
H 2.172 -4.056 -2.290
H 2.558 -2.490 -1.585
H 1.288 -2.628 -2.811
C -7.849 2.328 -2.816
C -7.501 2.209 -1.343
C -6.569 3.332 -0.911
C -8.746 2.166 -0.473
O -6.834 0.930 -1.199
Si -5.760 0.314 -0.165
S -2.312 -0.681 -0.232
O -5.938 0.887 1.331
C -6.014 0.253 2.640
C -6.229 1.389 3.623
C -4.708 -0.472 2.916
C -7.201 -0.699 2.652
O -5.726 -1.295 -0.164
C -5.974 -2.323 -1.160
C -5.318 -1.941 -2.479
C -7.478 -2.467 -1.311
C -5.341 -3.580 -0.590
H -8.317 3.292 -3.018
H -8.541 1.541 -3.112
H -6.949 2.246 -3.426
H -7.089 4.288 -0.972
H -5.697 3.389 -1.568
H -6.233 3.191 0.116
H -9.353 3.057 -0.632
H -8.476 2.117 0.582
H -9.346 1.292 -0.723
H -5.401 2.094 3.581
H -6.298 0.998 4.638
H -7.153 1.921 3.396
H -3.884 0.242 2.948
H -4.500 -1.213 2.144
H -4.763 -0.980 3.881
H -8.109 -0.170 2.361
H -7.348 -1.102 3.655
H -7.043 -1.530 1.968
H -5.772 -1.042 -2.899
H -5.443 -2.750 -3.199
H -4.250 -1.773 -2.333
H -7.921 -1.528 -1.643
H -7.932 -2.755 -0.363
H -7.708 -3.235 -2.050
H -4.262 -3.449 -0.501
H -5.538 -4.431 -1.243
H -5.753 -3.797 0.395
```

The spin multiplicity is 5. Its HOMO-LUMO gap (alpha / beta) is 4.894 / 6.741 eV. As for the total charge: +1. The expectation value of S² is 6.047. The calculation puts the HOMO energy (alpha / beta) at -0.2955 / -0.3839 Ha.

The following is a quantum chemistry calculation of a structure of composition C8H6NO5Ru at a distorted geometry, from the Open Molecules 2025 dataset.

```
21
C8H6NO5Ru | the Open Molecules 2025 dataset | ωB97M-V with the def2-TZVPD basis set
O -1.580 -5.359 -0.893
C -1.149 -4.318 -1.028
Ru 0.317 0.385 -1.997
O 1.637 -1.934 -0.750
C 0.587 -1.574 -1.263
C 2.039 0.946 -1.451
O 3.109 1.231 -1.115
C 0.132 2.482 -2.414
O 0.299 3.608 -2.630
C 0.622 -0.123 -3.774
O 0.806 -0.529 -4.847
H -0.374 -2.384 -1.382
C -1.124 0.422 3.478
C -0.355 1.327 2.537
C -0.481 0.929 1.094
N -0.628 0.578 -0.014
H -2.161 0.383 3.205
H -1.042 0.789 4.479
H -0.710 -0.567 3.465
H -0.700 2.396 2.581
H 0.757 1.312 2.719
```

The spin multiplicity is 6. Its HOMO-LUMO gap (alpha / beta) is 7.181 / 6.526 eV. As for the total charge: +2. The expectation value of S² is 8.775. The calculation puts the HOMO energy (alpha / beta) at -0.5731 / -0.7068 Ha.

The following is a quantum chemistry calculation of an isolated molecule of C22H23N3O4, from the Open Molecules 2025 dataset.

```
52
C22H23N3O4 | the Open Molecules 2025 dataset | ωB97M-V with the def2-TZVPD basis set
C 1.358 -0.811 -2.557
C 0.005 -0.231 -2.283
C -0.161 1.142 -2.178
C -1.396 1.699 -1.905
C -2.499 0.874 -1.730
C -2.350 -0.499 -1.875
C -1.110 -1.062 -2.133
C -0.976 -2.548 -2.251
H -1.917 -3.037 -2.019
H -0.675 -2.827 -3.261
H -0.218 -2.914 -1.561
H -3.215 -1.140 -1.781
N -3.755 1.452 -1.454
C -4.663 1.171 -0.489
O -5.735 1.737 -0.461
C -4.297 0.151 0.584
H -4.869 0.410 1.483
H -4.598 -0.857 0.270
O -2.914 0.159 0.887
C -2.298 -1.040 0.978
O -2.895 -2.090 0.934
C -0.840 -0.911 1.087
C -0.071 -2.068 1.211
C 1.304 -2.005 1.206
C 1.955 -0.775 1.058
N 3.303 -0.662 0.952
C 3.916 0.554 0.460
C 3.164 1.807 0.910
O 3.704 2.872 1.112
N 1.826 1.632 1.006
C 1.171 0.397 0.995
C -0.204 0.328 1.009
H -0.792 1.231 0.966
H 1.264 2.451 1.198
C 5.366 0.510 0.962
H 6.038 0.211 0.158
C 5.343 -0.550 2.064
H 5.026 -0.106 3.007
H 6.311 -1.024 2.207
C 4.277 -1.530 1.571
H 4.701 -2.222 0.832
H 3.825 -2.107 2.379
H 5.670 1.491 1.324
H 3.886 0.567 -0.643
H 1.890 -2.907 1.291
H -0.579 -3.016 1.294
H -4.008 2.254 -2.019
H -1.506 2.770 -1.817
H 0.694 1.791 -2.304
H 2.097 -0.022 -2.674
H 1.664 -1.460 -1.737
H 1.343 -1.410 -3.467
```

Its HOMO-LUMO gap is 8.429 eV. Its SMILES is Cc1ccc(NC(=O)COC(=O)c2ccc3c(c2)NC(=O)[C@H]2CCCN32)cc1C. The calculation puts the HOMO energy at -0.2920 Ha.

The following is a quantum chemistry calculation of a cluster of 3 separate species, C3H11O2S in total at a distorted geometry, from the Open Molecules 2025 dataset.

```
17
C3H11O2S | the Open Molecules 2025 dataset | ωB97M-V with the def2-TZVPD basis set
C 0.508 0.349 -2.169
C -0.044 -1.117 -2.302
C -0.894 -1.502 -1.124
S -0.253 -1.091 0.589
H -0.465 0.823 -2.269
H 1.077 0.569 -3.081
H 1.065 0.456 -1.263
H -0.662 -1.058 -3.200
H 0.738 -1.833 -2.499
H -0.962 -2.588 -1.008
H -1.960 -1.214 -1.204
H -1.057 1.905 4.245
H 0.408 1.477 4.069
O -0.283 1.635 4.761
H 1.644 0.753 2.163
H 0.170 1.018 1.952
O 0.970 1.419 2.341
```

Its HOMO-LUMO gap is 6.697 eV. As for the total charge: -1. The calculation puts the HOMO energy at -0.1036 Ha.

The following is a quantum chemistry calculation of an isolated molecule of C4H10OS at a distorted geometry, from the Open Molecules 2025 dataset.

```
16
C4H10OS | the Open Molecules 2025 dataset | ωB97M-V with the def2-TZVPD basis set
C 0.324 -0.934 -2.099
C 0.543 -0.871 0.682
C -0.140 0.466 1.116
C -1.571 0.730 0.830
H -0.243 -1.934 -2.025
H -0.332 -0.073 -2.290
H 0.957 -1.006 -3.011
H 1.135 -1.288 1.470
H -0.267 -1.632 0.488
H 0.393 1.317 0.665
H 0.064 0.582 2.215
H -1.774 0.546 -0.251
H -2.184 0.033 1.412
H -2.768 2.159 1.164
O -1.805 2.060 1.247
S 1.533 -0.721 -0.812
```

Its HOMO-LUMO gap is 9.405 eV. Its SMILES is CSCCCO. The calculation puts the HOMO energy at -0.3127 Ha.

The following is a quantum chemistry calculation of a structure of composition C25H45F3O3P2RuS at a distorted geometry, from the Open Molecules 2025 dataset.

```
80
C25H45F3O3P2RuS | the Open Molecules 2025 dataset | ωB97M-V with the def2-TZVPD basis set
Ru -0.139 0.705 0.563
C 2.254 1.131 0.477
C 2.242 0.972 -0.944
C 0.575 2.504 -0.420
C 1.295 2.168 0.826
C 1.265 1.825 -1.496
C 3.332 0.612 1.355
H 3.578 -0.423 1.096
H 3.037 0.655 2.407
H 4.255 1.203 1.246
C 1.391 3.074 1.992
H 2.065 2.647 2.736
H 0.408 3.229 2.447
H 1.780 4.050 1.669
C -0.299 3.692 -0.581
H 0.308 4.579 -0.799
H -0.863 3.881 0.337
H -1.006 3.554 -1.404
C 1.120 2.121 -2.940
H 1.979 2.707 -3.304
H 0.218 2.707 -3.140
H 1.069 1.199 -3.539
C 3.199 0.137 -1.696
H 4.165 0.646 -1.833
H 2.799 -0.142 -2.676
H 3.392 -0.799 -1.163
C 0.136 -2.863 -0.557
C 1.446 -2.587 -0.652
C 2.373 -3.322 -1.566
C 2.319 -2.939 -3.075
C 1.243 -1.970 -3.492
C -0.062 -2.261 -3.411
C -0.585 -3.593 -2.949
C -0.550 -3.881 -1.416
H 2.196 -4.409 -1.492
H 2.221 -3.873 -3.653
H 3.406 -3.156 -1.217
H -0.073 -4.868 -1.284
H -0.484 -2.395 0.210
H 1.910 -1.819 -0.026
H -1.588 -3.993 -1.069
H -1.633 -3.662 -3.280
H -0.819 -1.584 -3.817
H -0.044 -4.405 -3.459
H 3.294 -2.512 -3.357
H 1.596 -1.061 -3.994
P 0.056 -0.496 2.502
C 0.471 0.473 3.993
H 0.320 -0.165 4.875
H -0.179 1.354 4.076
H 1.517 0.807 3.968
C -1.513 -1.318 2.914
H -1.480 -1.653 3.959
H -1.685 -2.177 2.256
H -2.322 -0.586 2.798
C 1.272 -1.852 2.589
H 1.056 -2.600 1.819
H 1.238 -2.319 3.582
H 2.285 -1.477 2.415
P -2.053 0.567 -0.734
C -1.762 0.754 -2.527
H -2.641 0.410 -3.089
H -0.893 0.156 -2.825
H -1.584 1.807 -2.782
C -2.696 -1.127 -0.577
H -2.088 -1.813 -1.180
H -3.744 -1.167 -0.900
H -2.635 -1.442 0.469
C -3.481 1.662 -0.453
H -4.160 1.638 -1.314
H -3.145 2.692 -0.286
H -4.012 1.338 0.450
F -4.622 3.095 4.345
C -3.920 2.096 3.770
F -3.478 1.264 4.742
F -4.748 1.393 2.956
S -2.483 2.757 2.786
O -3.035 3.745 1.876
O -1.528 3.200 3.786
O -2.049 1.503 2.079
```

The spin multiplicity is 6. Its HOMO-LUMO gap (alpha / beta) is 7.785 / 6.380 eV. As for the total charge: +1. The expectation value of S² is 8.773. The calculation puts the HOMO energy (alpha / beta) at -0.3574 / -0.4446 Ha.

The following is a quantum chemistry calculation of an isolated molecule of C4H6N2O, from the Open Molecules 2025 dataset.

```
13
C4H6N2O | the Open Molecules 2025 dataset | ωB97M-V with the def2-TZVPD basis set
C 0.452 -2.008 -0.077
C 0.159 -0.531 -0.142
C -0.700 0.320 -0.817
C -0.557 1.558 -0.136
O -1.288 2.677 -0.330
N 0.348 1.519 0.817
N 0.746 0.231 0.814
H 1.159 -2.192 0.747
H 0.873 -2.452 -0.985
H -0.465 -2.544 0.184
H -1.315 0.141 -1.688
H -1.057 3.266 0.405
H 1.645 0.016 1.208
```

Its HOMO-LUMO gap is 9.713 eV. Its SMILES is Cc1cc(O)n[nH]1. The calculation puts the HOMO energy at -0.3225 Ha.

The following is a quantum chemistry calculation of a structure of composition C7H13AlF4IO3S at a distorted geometry, from the Open Molecules 2025 dataset.

```
30
C7H13AlF4IO3S | the Open Molecules 2025 dataset | ωB97M-V with the def2-TZVPD basis set
C 2.745 -0.113 0.348
C 1.775 0.812 1.048
I 2.932 2.006 2.454
C 1.073 1.772 0.085
C -0.431 1.566 -0.048
C -0.795 0.193 -0.646
C -2.208 -0.290 -0.369
C -2.755 0.087 0.972
O -2.771 1.530 1.164
S -1.282 2.009 1.452
O -1.304 3.422 1.541
O -0.749 1.343 2.591
H 2.208 -0.819 -0.277
H 3.291 -0.673 1.093
H 3.446 0.444 -0.260
H 1.087 0.209 1.617
H 1.245 2.807 0.339
H 1.458 1.600 -0.914
H -0.766 2.303 -0.766
H -0.056 -0.564 -0.427
H -0.732 0.340 -1.716
H -2.248 -1.371 -0.429
H -2.871 0.090 -1.139
H -2.242 -0.402 1.792
H -3.787 -0.232 1.018
F 0.822 -5.137 -1.352
Al 0.751 -3.627 -2.111
F 0.775 -3.814 -3.792
F 2.071 -2.672 -1.621
F -0.681 -2.819 -1.648
```

Its HOMO-LUMO gap is 9.379 eV. As for the total charge: -1. The calculation puts the HOMO energy at -0.2582 Ha.

The following is a quantum chemistry calculation of a cluster of 6 separate species, C36H85N5O21PS5 in total at a distorted geometry, from the Open Molecules 2025 dataset.

```
153
C36H85N5O21PS5 | the Open Molecules 2025 dataset | ωB97M-V with the def2-TZVPD basis set
C 0.034 -3.137 -2.002
C 0.027 -1.642 -2.397
C -1.092 -1.274 -3.367
N -2.486 -1.268 -2.830
C -2.876 -0.545 -1.601
C -2.498 -1.281 -0.307
C -2.683 -0.486 0.991
C -1.500 0.325 1.526
C -0.225 -0.510 1.625
O 0.704 0.040 2.533
C 1.461 1.132 2.060
C -2.642 0.988 -1.597
C -1.275 1.605 -1.845
C -1.180 3.092 -1.432
C -0.417 3.978 -2.432
C 0.798 4.685 -1.821
N 1.879 3.714 -1.694
C 2.662 3.410 -2.835
N 3.472 2.438 -2.894
N 2.565 4.285 -3.919
N -3.636 1.471 -2.625
C -4.925 0.841 -2.172
C -6.135 1.036 -3.094
C -7.374 1.490 -2.305
C -7.250 2.938 -1.819
C -8.235 3.210 -0.699
O -9.380 2.849 -0.718
O -7.681 3.898 0.333
C -4.473 -0.560 -1.643
P -5.310 -2.026 -2.354
O -6.686 -2.062 -1.856
O -4.457 -3.307 -1.996
O -5.226 -1.967 -3.969
H -0.740 -3.702 -2.529
H 1.012 -3.577 -2.204
H -0.132 -3.270 -0.929
H 0.015 -1.029 -1.497
H 0.964 -1.409 -2.912
H -0.868 -0.337 -3.887
H -1.094 -2.046 -4.144
H -3.055 -0.914 -3.592
H -3.180 -2.134 -0.254
H -1.509 -1.721 -0.363
H -2.908 -1.235 1.758
H -3.586 0.139 0.947
H -1.756 0.595 2.556
H -1.336 1.280 1.007
H 0.250 -0.686 0.647
H -0.508 -1.466 2.078
H 2.132 0.839 1.241
H 0.832 1.963 1.710
H 2.059 1.501 2.893
H -3.033 1.421 -0.671
H -1.032 1.539 -2.911
H -0.498 1.037 -1.334
H -0.729 3.145 -0.436
H -2.195 3.498 -1.311
H -0.027 3.362 -3.252
H -1.086 4.709 -2.897
H 1.068 5.554 -2.434
H 0.550 5.077 -0.832
H 2.482 3.899 -0.904
H 3.483 1.920 -2.019
H 1.626 4.549 -4.184
H 3.025 3.858 -4.716
H -3.754 2.486 -2.589
H -3.361 1.269 -3.589
H -5.153 1.391 -1.254
H -6.405 0.123 -3.623
H -5.899 1.802 -3.846
H -8.237 1.413 -2.968
H -7.526 0.801 -1.469
H -7.426 3.643 -2.637
H -6.248 3.150 -1.426
H -8.130 3.640 1.153
H -4.890 -0.606 -0.633
H -3.792 -3.492 -2.677
H -4.994 -1.092 -4.298
O -0.434 -3.994 1.888
S -0.443 -5.316 2.453
O -1.700 -5.951 2.693
O 0.424 -5.296 3.775
C 0.094 -4.306 4.789
C -1.170 -4.625 5.551
C 0.585 -6.387 1.512
H 0.044 -3.323 4.318
H 0.958 -4.316 5.451
H -2.049 -4.577 4.909
H -1.290 -3.899 6.355
H -1.120 -5.626 5.978
H 1.543 -5.904 1.344
H 0.070 -6.563 0.570
H 0.701 -7.319 2.058
O 6.973 1.194 1.708
S 5.881 1.772 2.433
O 4.676 2.100 1.731
O 6.404 3.032 3.232
C 7.117 4.061 2.498
C 6.211 4.910 1.636
C 5.485 0.770 3.821
H 7.909 3.590 1.915
H 7.586 4.658 3.277
H 5.771 4.332 0.825
H 6.792 5.723 1.199
H 5.402 5.334 2.231
H 6.400 0.535 4.359
H 5.033 -0.134 3.419
H 4.779 1.307 4.451
O 1.518 0.864 5.809
S 1.433 -0.543 6.072
O 0.147 -1.164 6.187
O 2.306 -0.876 7.352
C 2.032 -0.138 8.572
C 0.756 -0.575 9.257
C 2.393 -1.434 4.903
H 2.026 0.928 8.342
H 2.898 -0.339 9.199
H -0.122 -0.341 8.658
H 0.668 -0.058 10.213
H 0.765 -1.650 9.436
H 3.374 -0.975 4.834
H 1.862 -1.358 3.955
H 2.467 -2.468 5.229
O -9.569 -0.282 -6.964
S -8.246 -0.807 -6.832
O -7.125 0.092 -6.907
O -8.052 -1.994 -7.857
C -8.365 -1.744 -9.254
C -7.329 -0.892 -9.951
C -8.077 -1.732 -5.353
H -9.362 -1.306 -9.314
H -8.412 -2.739 -9.692
H -7.304 0.119 -9.550
H -7.571 -0.834 -11.012
H -6.335 -1.326 -9.839
H -8.895 -2.436 -5.238
H -8.096 -1.007 -4.541
H -7.118 -2.238 -5.386
O 11.888 -2.026 0.961
S 12.471 -1.304 2.053
O 12.109 -1.652 3.393
O 12.235 0.249 1.819
C 10.873 0.688 1.589
C 10.024 0.677 2.840
C 14.222 -1.293 1.909
H 10.436 0.076 0.800
H 10.985 1.700 1.203
H 9.874 -0.337 3.208
H 9.048 1.105 2.610
H 10.501 1.252 3.635
H 14.491 -1.010 0.895
H 14.556 -2.305 2.127
H 14.626 -0.595 2.637
```

Its HOMO-LUMO gap is 8.181 eV. As for the total charge: +1. The calculation puts the HOMO energy at -0.4110 Ha.